Record 1
Molecular formula: C23H27NO3PTi
Method: DFT, ωB97M-V/def2-TZVPD

```
56
Properties=species:S:1:pos:R:3:lowdin_charge:R:1
Ti -0.437 -0.377 0.198 0.820
C -1.714 0.434 5.105 -0.041
C -1.105 1.059 3.849 -0.379
C -1.418 2.550 3.787 -0.071
C -1.568 0.292 2.626 -0.206
C -2.405 0.800 1.632 -0.010
C -2.950 -0.029 0.640 -0.038
C -2.660 -1.396 0.589 -0.304
C -3.315 -2.322 -0.392 -0.009
C -1.709 -1.885 1.509 -0.076
C -1.186 -1.051 2.510 -0.057
H -1.390 0.990 5.985 0.091
H -1.417 -0.607 5.239 0.080
H -2.804 0.473 5.068 0.097
H -0.017 0.936 3.902 0.129
H -2.492 2.737 3.866 0.094
H -1.068 3.015 2.864 0.070
H -0.942 3.071 4.617 0.090
H -2.712 1.837 1.653 0.128
H -3.625 0.385 -0.097 0.141
H -2.597 -2.706 -1.116 0.085
H -4.112 -1.822 -0.940 0.095
H -3.753 -3.171 0.134 0.099
H -1.424 -2.930 1.478 0.140
H -0.506 -1.486 3.232 0.123
O -0.455 -1.557 -1.466 -0.113
N -0.243 -0.386 -2.041 -0.535
O 0.492 -0.244 -2.950 0.155
O -0.976 0.572 -1.535 -0.088
C 3.329 0.201 -1.119 -0.222
P 2.056 0.448 0.150 0.997
C 2.630 1.744 1.267 -0.382
C 3.980 2.093 1.318 -0.073
C 4.422 3.084 2.182 -0.057
C 3.518 3.737 3.009 -0.056
C 2.172 3.403 2.954 -0.061
C 1.732 2.422 2.080 -0.109
C 2.146 -1.095 1.127 -0.392
C 1.974 -2.323 0.486 -0.108
C 1.939 -3.506 1.220 -0.057
C 2.088 -3.475 2.596 -0.060
C 2.273 -2.256 3.246 -0.069
C 2.290 -1.078 2.523 -0.087
H 4.272 -0.107 -0.671 0.057
H 3.471 1.113 -1.698 0.066
H 2.989 -0.577 -1.802 0.043
H 4.705 1.593 0.690 0.100
H 5.473 3.341 2.204 0.114
H 3.859 4.512 3.682 0.113
H 1.457 3.920 3.581 0.106
H 0.671 2.208 2.032 0.071
H 1.875 -2.373 -0.593 0.104
H 1.812 -4.448 0.704 0.117
H 2.075 -4.397 3.163 0.114
H 2.412 -2.229 4.319 0.115
H 2.439 -0.134 3.033 0.106
```

Results
Kohn-Sham gap (spin up / spin down): 7.80 / 8.56 eV
lowest unoccupied orbital energy (spin up / spin down): -3.04 / -3.46 eV
2S+1: 3
charge: +1
total energy: -64318.2455 eV
energy above the lowest of the compared OMol25 structures with the same formula, charge and spin: 0.7369 eV
highest occupied orbital energy (spin up / spin down): -10.84 / -12.02 eV
strongest force on any atom: 0.0430 Eh/bohr

***

Record 2
Molecular formula: C16H15Br2O9PtS2
Method: DFT, ωB97M-V/def2-TZVPD

```
45
Properties=species:S:1:pos:R:3:lowdin_charge:R:1
Pt 0.653 0.422 0.816 1.361
C 0.774 5.266 -3.472 -0.026
O 1.914 4.425 -3.684 -0.027
C 2.212 3.509 -2.777 -0.244
C 3.298 2.662 -3.102 0.034
C 3.648 1.662 -2.252 0.012
C 2.940 1.433 -1.042 -0.117
C 3.310 0.361 -0.195 -0.302
C 4.621 -0.343 -0.328 0.030
O 2.570 -0.119 0.736 -0.171
C 1.879 2.327 -0.719 -0.300
O 1.246 2.249 0.457 -0.226
C 1.524 3.353 -1.575 0.084
H 0.689 5.870 -4.368 0.102
H 0.931 5.910 -2.607 0.103
H -0.125 4.664 -3.342 0.104
H 3.813 2.822 -4.038 0.133
H 4.464 1.005 -2.522 0.124
H 4.576 -1.005 -1.196 0.116
H 4.794 -0.954 0.553 0.102
H 5.440 0.358 -0.472 0.105
H 0.703 3.991 -1.289 0.130
O 0.409 -2.909 -1.016 -0.190
S -0.190 -1.743 -0.490 0.636
O 0.026 -1.521 0.998 -0.392
O 0.388 -0.422 -1.018 -0.358
C -1.917 -1.760 -0.752 -0.247
C -2.440 -3.004 -1.071 -0.029
C -3.815 -3.162 -1.189 -0.030
C -4.646 -2.080 -0.974 -0.020
C -4.118 -0.835 -0.647 -0.026
C -2.751 -0.653 -0.531 -0.203
S -2.257 1.054 -0.247 0.536
O -3.400 1.703 0.303 -0.251
O -1.675 1.522 -1.466 -0.258
O -1.207 1.061 0.886 -0.528
H -1.773 -3.839 -1.229 0.123
H -4.222 -4.130 -1.443 0.122
H -5.719 -2.194 -1.060 0.123
H -4.768 0.012 -0.478 0.122
Br -1.947 1.443 4.041 0.739
C -0.213 2.160 3.826 -0.921
Br 1.134 0.849 3.191 0.886
H 0.195 2.447 4.789 0.015
H -0.184 2.962 3.098 0.024
```

Results
Kohn-Sham gap: 6.62 eV
lowest unoccupied orbital energy: -5.37 eV
charge: +1
total energy: -200255.7701 eV
energy above the lowest of the compared OMol25 structures with the same formula, charge and spin: 0.3130 eV
highest occupied orbital energy: -11.99 eV
strongest force on any atom: 0.0149 Eh/bohr

***

Record 3
Molecular formula: C41H34N2O4P2S2Zr
Method: DFT, ωB97M-V/def2-TZVPD

```
86
Properties=species:S:1:pos:R:3:lowdin_charge:R:1
Zr -1.139 -0.018 1.204 1.584
O -1.564 4.268 0.501 0.229
C -1.475 3.067 0.990 -0.413
O -0.969 2.115 0.386 -0.052
C -2.053 2.851 2.337 -0.170
C -2.673 3.776 3.149 0.066
C -3.238 3.307 4.340 0.024
C -3.190 1.957 4.646 0.071
C -2.545 1.103 3.756 -0.152
N -1.980 1.560 2.658 0.048
C -2.482 -0.408 3.877 -0.517
O -2.844 -0.988 4.852 0.176
O -1.977 -0.947 2.766 -0.210
H -1.196 4.308 -0.400 0.174
H -2.730 4.817 2.864 0.140
H -3.733 4.000 5.008 0.133
H -3.641 1.547 5.540 0.145
C 2.444 2.559 -0.697 -0.277
C 2.141 2.266 0.794 -0.338
P 1.791 0.518 1.207 0.975
C 3.379 -0.336 1.487 -0.392
C 4.541 0.398 1.701 -0.085
C 5.744 -0.257 1.922 -0.057
C 5.794 -1.642 1.933 -0.057
C 4.637 -2.377 1.720 -0.055
C 3.434 -1.728 1.491 -0.119
C 1.151 0.535 2.930 -0.415
C 0.871 -0.726 3.479 -0.133
C 0.474 -0.849 4.805 -0.046
C 0.340 0.284 5.591 -0.041
C 0.610 1.543 5.058 -0.055
C 1.015 1.669 3.740 -0.086
C 1.817 1.606 -1.733 -0.346
P 2.820 0.034 -1.722 1.081
C 3.804 0.165 -3.242 -0.403
C 3.225 0.325 -4.504 -0.100
C 4.025 0.425 -5.628 -0.065
C 5.410 0.366 -5.502 -0.060
C 5.992 0.205 -4.256 -0.065
C 5.189 0.103 -3.126 -0.097
C 1.685 -1.351 -2.083 -0.366
C 2.130 -2.460 -2.707 -0.057
C 1.344 -3.675 -2.784 -0.029
C 0.116 -3.765 -2.250 -0.072
C -0.475 -2.604 -1.598 -0.410
C 0.340 -1.388 -1.489 -0.471
H 3.527 2.560 -0.845 0.105
H 2.120 3.583 -0.899 0.110
H 1.235 2.796 1.086 0.051
H 2.935 2.663 1.429 0.084
H 4.532 1.480 1.694 0.097
H 6.643 0.321 2.088 0.115
H 6.734 -2.148 2.107 0.115
H 4.672 -3.458 1.721 0.115
H 2.552 -2.313 1.281 0.045
H 1.020 -1.626 2.893 0.084
H 0.268 -1.827 5.218 0.132
H 0.037 0.187 6.625 0.125
H 0.532 2.424 5.682 0.119
H 1.263 2.651 3.354 0.107
H 1.877 2.054 -2.725 0.083
H 0.760 1.439 -1.516 0.047
H 2.146 0.361 -4.608 0.110
H 3.575 0.547 -6.604 0.112
H 6.033 0.444 -6.383 0.114
H 7.068 0.157 -4.161 0.112
H 5.640 -0.028 -2.149 0.099
H 3.110 -2.457 -3.169 0.118
H 1.764 -4.525 -3.305 0.124
H -0.474 -4.666 -2.331 0.124
H -1.550 -2.513 -1.625 0.044
H -0.205 -0.450 -1.483 0.068
S 0.119 -2.253 0.182 0.829
C -2.612 -0.543 -0.364 -0.618
N -3.151 0.291 0.480 -0.143
C -4.533 0.428 0.361 -0.273
C -5.376 1.219 1.140 -0.003
C -6.722 1.210 0.845 -0.048
C -7.225 0.435 -0.209 -0.044
C -6.397 -0.347 -0.988 -0.053
C -5.038 -0.343 -0.688 -0.426
S -3.728 -1.221 -1.447 1.119
H -4.982 1.815 1.954 0.105
H -7.404 1.808 1.434 0.117
H -8.287 0.448 -0.414 0.121
H -6.794 -0.943 -1.797 0.123
```

Results
Kohn-Sham gap: 5.79 eV
lowest unoccupied orbital energy: -6.76 eV
charge: +2
total energy: -95757.6467 eV
energy above the lowest of the compared OMol25 structures with the same formula, charge and spin: 3.7216 eV
highest occupied orbital energy: -12.55 eV
strongest force on any atom: 0.0112 Eh/bohr